DFT (ωB97M-V/def2-TZVPD) results for the ion C6H9FN3 with charge +1 at a distorted geometry.

Output
**HOMO-LUMO gap**: 10.1 eV
**Largest force on an atom**: 0.106 Eh/bohr
**2S+1**: 1
**Energy above the lowest of the compared OMol25 structures with the same formula, charge and spin**: 384.6 kJ/mol
**Net charge**: +1

Bonds (Å) are listed after each position.
Atoms and positions in Å:
1 C 0.25 1.77 0.04  C4 1.512, N7 1.262, H11 1.028
2 C -1.69 -1.14 0.87  C5 1.670, N8 1.239, H12 1.124
3 C 2.15 0.38 0.15  N7 1.342, N9 1.592, H13 1.105, H14 1.154
4 C -0.84 0.86 -0.48  C1 1.512, C5 1.481, H15 1.136
5 C -1.94 0.44 0.42  C2 1.670, C4 1.481, F10 1.426, H16 1.065
6 C 0.05 -1.05 -0.77  N8 1.462, N9 1.497, H17 1.140
7 N 1.39 1.45 0.46  C1 1.262, C3 1.342
8 N -0.81 -1.72 0.21  C2 1.239, C6 1.462
9 N 1.44 -1.00 -0.22  C3 1.592, C6 1.497, H18 0.996, H19 1.094
10 F -3.10 0.34 -0.41  C5 1.426
11 H -0.08 2.74 0.17  C1 1.028
12 H -2.39 -1.57 1.64  C2 1.124
13 H 2.72 0.76 -0.71  C3 1.105
14 H 2.93 0.04 0.93  C3 1.154
15 H -1.13 1.15 -1.54  C4 1.136
16 H -2.09 1.09 1.25  C5 1.065
17 H -0.07 -1.31 -1.87  C6 1.140
18 H 1.88 -1.65 -0.83  N9 0.996
19 H 1.35 -1.58 0.70  N9 1.094

=====

DFT (ωB97M-V/def2-TZVPD) results for the molecule C6H9FO at a distorted geometry.

Output
**HOMO-LUMO gap**: 10.4 eV
**Largest force on an atom**: 0.133 Eh/bohr
**Structure (SMILES)**: F/C=C1\CCCOC1
**2S+1**: 1
**Energy above the lowest of the compared OMol25 structures with the same formula, charge and spin**: 266.2 kJ/mol
**Net charge**: 0

Bonds (Å) are listed after each position.
Atoms and positions in Å:
1 C 2.30 -0.78 -0.08  C2 1.321, H7 0.951, F17 1.381
2 C 1.00 -0.52 -0.07  C1 1.321, C3 1.539, C6 1.581
3 C 0.50 0.88 -0.45  C2 1.539, C4 1.569, H8 1.091, H9 1.171
4 C -0.82 1.33 0.27  C3 1.569, C5 1.573, H10 1.101, H11 0.974
5 C -1.83 0.15 0.00  C4 1.573, H12 1.172, H13 1.080, O16 1.482
6 C -0.30 -1.37 0.21  C2 1.581, H14 1.081, H15 1.142, O16 1.370
7 H 2.67 -1.64 0.08  C1 0.951
8 H 0.31 1.04 -1.51  C3 1.091
9 H 1.32 1.68 -0.22  C3 1.171
10 H -0.98 2.34 -0.13  C4 1.101
11 H -0.54 1.36 1.20  C4 0.974
12 H -2.46 -0.14 0.94  C5 1.172
13 H -2.32 0.44 -0.92  C5 1.080
14 H -0.07 -2.41 0.03  C6 1.081
15 H -0.65 -1.45 1.30  C6 1.142
16 O -1.37 -1.12 -0.60  C5 1.482, C6 1.370
17 F 3.24 0.23 -0.06  C1 1.381

=====

Question: Which formula does entry 1 have?
Answer: C6H9FN3

=====

Question: The lowest energy above the lowest of the compared OMol25 structures with the same formula, charge and spin belongs to which entry?
Answer: C6H9FO